(1)
2 unconnected molecules or ions with the total composition C6H12O at a distorted geometry, computed with the ωB97M-V functional and the def2-TZVPD basis.

Geometry as XYZ:
```
19
Properties=species:S:1:pos:R:3:mulliken_charge:R:1
C 0.3444 -1.9209 -1.0058 -1.452
C -0.3201 -0.6630 -0.5052 0.959
C -1.5644 -0.6926 -0.0245 -1.162
C -0.0456 1.7664 -0.8199 -1.113
C 0.4980 0.5718 -0.5585 0.973
C 2.0002 0.4988 -0.3648 -1.535
H 1.3452 -1.7551 -1.4028 0.315
H -0.2880 -2.5308 -1.6521 0.401
H 0.5179 -2.6401 -0.1869 0.342
H -1.9847 0.2891 0.1161 0.222
H -2.0266 -1.6582 0.1005 0.342
H 0.6200 2.4472 -1.3395 0.304
H -1.1052 1.9647 -0.8810 0.274
H 2.1249 -0.4155 0.2269 0.406
H 2.4133 1.3630 0.1300 0.394
H 2.5510 0.2453 -1.2779 0.339
H -1.5390 0.3059 2.9075 0.312
H -1.7937 1.5792 3.7183 0.294
O -1.7475 1.2447 2.8197 -0.613
```

The multiplicity is 1. As for the orbital gap: 9.11 eV. For the HOMO energy, the calculation gives -8.264 eV. As for the relative energy (zero: lowest compared OMol25 entry of this formula, charge and spin): 49.96 kcal per mole. As for the SMILES: C=C(C)C(=C)C.O.

---

(2)
A molecular structure, CHF3OYb at a distorted geometry, computed with the ωB97M-V functional and the def2-TZVPD basis.

Geometry as XYZ:
```
7
Properties=species:S:1:pos:R:3:lowdin_spin:R:1
O 0.7893 1.8889 -0.4608 0.721
Yb 2.0955 3.4633 -0.1128 0.313
H 0.4922 0.9183 -0.1271 0.045
C -0.6835 -1.2649 0.1282 0.518
F -1.6617 -1.4090 -0.7494 0.132
F 0.1671 -2.2647 -0.0234 0.135
F -1.1989 -1.3319 1.3452 0.136
```

The multiplicity is 3. As for the orbital gap (alpha / beta): 5.25 / 6.20 eV. For the HOMO energy (alpha / beta), the calculation gives -16.964 / -20.586 eV. Its expectation value of S² is 2.02. As for the relative energy (zero: lowest compared OMol25 entry of this formula, charge and spin): 2.86 kcal per mole. Its net charge is +2.

---

(3)
A molecular structure, C13H14MnN2O9 at a distorted geometry, computed with the ωB97M-V functional and the def2-TZVPD basis.

Geometry as XYZ:
```
39
Properties=species:S:1:pos:R:3:lowdin_spin:R:1
Mn -0.3706 -0.1768 -0.5070 4.657
O 0.4015 -2.2926 -0.5018 0.041
C -0.0903 -3.0060 0.6443 0.003
C -1.5949 -2.8537 0.6381 0.003
N -1.9544 -1.4440 0.7389 0.035
C -1.8262 -0.9222 2.1075 0.002
C -0.4828 -0.2476 2.4467 0.007
O -0.1925 -0.0860 3.6167 0.008
O 0.2254 0.1205 1.4332 0.055
C -3.2342 -1.0901 0.1268 0.004
C -3.2725 0.3812 -0.3325 0.008
O -4.3529 0.9308 -0.4337 0.008
O -2.1227 0.8850 -0.6131 0.061
H 1.3524 -2.1314 -0.3740 0.002
H 0.3445 -2.5795 1.5512 0.000
H 0.1995 -4.0568 0.5736 0.001
H -2.0192 -3.4560 1.4535 0.001
H -1.9842 -3.2514 -0.3010 0.000
H -2.0018 -1.7111 2.8467 0.001
H -2.5986 -0.1675 2.2691 0.000
H -4.0905 -1.2835 0.7807 0.001
H -3.3666 -1.6982 -0.7722 0.000
O -0.0097 2.1283 -3.9208 0.004
C 0.2317 1.3534 -2.8773 0.009
O -0.3010 0.2791 -2.6825 0.033
C 1.2967 1.8734 -1.9341 0.009
C 1.9036 3.1171 -2.0125 0.000
C 2.8274 3.4210 -1.0156 0.006
C 3.1254 2.4831 -0.0328 0.001
C 2.4919 1.2466 -0.0715 0.008
N 1.5856 0.9758 -0.9963 0.028
C 2.8160 0.0748 0.8348 0.001
O 3.2305 0.3564 2.0642 0.001
O 2.8386 -1.0451 0.3991 0.002
H -0.7495 1.7476 -4.4220 0.000
H 1.6561 3.8189 -2.7930 0.000
H 3.3155 4.3857 -1.0095 0.000
H 3.8683 2.7022 0.7222 0.000
H 2.9045 1.2185 2.3559 0.000
```

The multiplicity is 6. As for the orbital gap (alpha / beta): 6.99 / 7.40 eV. For the HOMO energy (alpha / beta), the calculation gives -8.261 / -8.705 eV. Its expectation value of S² is 8.75. As for the relative energy (zero: lowest compared OMol25 entry of this formula, charge and spin): 0.00 kcal per mole.

---

(4)
C4H7N in the gas phase at a distorted geometry, computed with the ωB97M-V functional and the def2-TZVPD basis.

Geometry as XYZ:
```
12
Properties=species:S:1:pos:R:3:mulliken_charge:R:1
C 0.4887 -0.8673 1.1327 -1.247
C -0.0948 -0.4245 -0.2212 0.729
C -0.0286 -1.3014 -1.2124 -0.877
C -0.0091 1.8329 0.3030 -0.283
N -0.5867 0.8951 -0.3077 -0.486
H 0.3433 -0.1307 1.9198 0.402
H 1.5077 -1.2334 1.0236 0.294
H -0.0480 -1.7365 1.5343 0.332
H -0.5385 -1.1634 -2.1563 0.324
H 0.3443 -2.2965 -1.0195 0.272
H -0.4170 2.8314 0.1330 0.260
H 0.8888 1.8364 0.9273 0.282
```

The multiplicity is 1. As for the orbital gap: 9.82 eV. For the HOMO energy, the calculation gives -8.970 eV. As for the relative energy (zero: lowest compared OMol25 entry of this formula, charge and spin): 34.94 kcal per mole. As for the SMILES: C=NC(=C)C.

---

(5)
A molecular structure, C16H17FN2PdS2Si, computed with the ωB97M-V functional and the def2-TZVPD basis.

Geometry as XYZ:
```
40
Properties=species:S:1:pos:R:3:lowdin_spin:R:1
Pd 1.7823 -0.9225 -1.4754 0.834
S 3.9185 -1.6098 -0.6262 0.065
C 3.2335 -0.9832 0.8259 0.014
N 2.0685 -0.3877 0.8108 0.070
C 1.6623 -0.0049 2.0755 0.008
C 0.4690 0.6451 2.3837 0.000
C 0.2093 0.9735 3.7010 0.000
C 1.1234 0.6657 4.7125 0.000
C 2.3140 0.0236 4.4174 0.001
C 2.5745 -0.3095 3.0940 0.003
S 3.9595 -1.1099 2.4095 0.001
H -0.2309 0.8840 1.5916 0.000
H -0.7143 1.4780 3.9540 0.000
H 0.9001 0.9317 5.7370 0.000
H 3.0224 -0.2127 5.2003 0.000
C -0.6638 -2.6836 -0.3231 0.015
Si -0.9912 -1.6786 -1.8518 0.047
C -2.8519 -1.5512 -2.0001 -0.001
C -0.2855 -2.4848 -3.3711 0.026
N -0.1326 -0.1215 -1.7280 0.425
C -0.4858 1.1352 -1.4778 0.043
C -1.8370 1.5554 -1.2759 0.114
C -2.1566 2.8525 -0.9670 -0.004
C -1.1481 3.8156 -0.8525 0.159
C 0.1782 3.4669 -1.0628 -0.017
C 0.4957 2.1657 -1.3735 0.127
F 1.7720 1.8659 -1.6003 0.045
H -1.1253 -3.6649 -0.4688 0.002
H -1.1053 -2.2314 0.5677 0.000
H 0.4004 -2.8317 -0.1296 0.002
H -3.2642 -2.5550 -2.1293 0.000
H -3.1807 -0.9470 -2.8481 0.000
H -3.2902 -1.1429 -1.0873 0.000
H -0.6890 -3.4942 -3.4834 0.002
H 0.8030 -2.5813 -3.2969 0.013
H -0.5083 -1.9242 -4.2804 0.000
H -2.6150 0.8147 -1.3624 0.005
H -3.1903 3.1293 -0.8113 -0.003
H -1.3982 4.8384 -0.6057 0.009
H 0.9777 4.1915 -0.9920 -0.004
```

The multiplicity is 3. As for the orbital gap (alpha / beta): 8.00 / 5.19 eV. For the HOMO energy (alpha / beta), the calculation gives -7.443 / -7.392 eV. Its expectation value of S² is 2.04. As for the relative energy (zero: lowest compared OMol25 entry of this formula, charge and spin): 0.00 kcal per mole.